# 1
# C6H10O

A single C6H10O molecule in a non-equilibrium geometry (the ωB97M-V functional and the def2-TZVPD basis, the OMol25 dataset).

ORCA input file:
```
! wB97M-V def2-TZVPD RIJCOSX def2/J DEFGRID3
* xyz 0 1
C -2.2845 -0.1098 -0.0059
C -1.0474 0.7031 -0.1777
C -0.1365 1.0729 0.9120
C 0.2218 0.0767 -0.5343
C 1.0900 -1.0761 -0.1830
C 2.5158 -0.5581 -0.2501
O 2.8409 0.5771 -0.4825
H -3.0282 0.6586 0.1365
H -2.2114 -0.7103 0.9105
H -2.5211 -0.7533 -0.8784
H -1.1158 1.7573 -0.5179
H 0.4524 1.9760 0.9212
H -0.4395 0.8007 1.9370
H 0.4220 0.2677 -1.5968
H 1.0745 -1.8851 -0.9392
H 0.9199 -1.4261 0.8366
H 3.2471 -1.3713 -0.0878
*
```

Output
total energy = -309.70497 hartree
structure (SMILES) = C[C@H]1C[C@H]1CC=O
LUMO = 0.037 hartree

---

# 2
# C6H10O

A single C6H10O molecule (the ωB97M-V functional and the def2-TZVPD basis, the OMol25 dataset).

ORCA input file:
```
! wB97M-V def2-TZVPD RIJCOSX def2/J DEFGRID3
* xyz 0 1
C -1.9074 -0.3477 0.8423
C -0.5742 0.3306 1.0605
O 0.4969 -0.5963 1.3478
C 1.3755 0.0693 0.4263
C 1.4776 -0.6543 -0.9219
C 0.2377 0.1373 -1.4205
C 0.2194 0.9469 -0.1009
H -1.8615 -1.0766 0.0278
H -2.2059 -0.8798 1.7516
H -2.6787 0.3954 0.6096
H -0.6640 1.0534 1.8864
H 2.2853 0.4410 0.9099
H 1.3829 -1.7416 -0.8567
H 2.3903 -0.4022 -1.4718
H 0.4323 0.7498 -2.3049
H -0.6577 -0.4608 -1.6136
H 0.2516 2.0355 -0.1720
*
```

Output
total energy = -309.79373 hartree
structure (SMILES) = C[C@H]1O[C@H]2CC[C@H]21
LUMO = 0.042 hartree

---

# 3
# C6H10O

A molecular structure, C6H10O in a non-equilibrium geometry (the ωB97M-V functional and the def2-TZVPD basis, the OMol25 dataset).

ORCA input file:
```
! wB97M-V def2-TZVPD RIJCOSX def2/J DEFGRID3
* xyz 0 1
C -1.7370 0.4580 0.8420
C -0.4635 -0.0631 0.1614
C 0.9232 0.6236 0.4237
C 0.7488 1.1234 -0.9609
C 1.8530 0.1589 -0.7624
C -0.3799 -1.5847 0.1521
O -0.4936 0.5065 -1.1907
H -2.5890 0.1050 0.2417
H -1.7781 1.5516 0.8356
H -1.8952 0.1059 1.8683
H 0.6579 -1.8962 0.0388
H 1.1950 1.1101 1.3631
H 0.9845 2.1140 -1.3319
H 1.8545 -0.8932 -1.0314
H 2.8006 0.5992 -1.0670
H -0.9469 -2.0124 -0.6766
H -0.7342 -2.0067 1.0943
*
```

Output
total energy = -309.76735 hartree
LUMO = 0.039 hartree

---

# 4
# C6H10O

A single C6H10O molecule in a non-equilibrium geometry (the ωB97M-V functional and the def2-TZVPD basis, the OMol25 dataset).

ORCA input file:
```
! wB97M-V def2-TZVPD RIJCOSX def2/J DEFGRID3
* xyz 0 1
C -2.0436 -0.4679 0.2785
C -0.8060 0.0070 -0.4652
O -0.5942 1.4015 -0.1572
C 0.7195 1.7062 -0.1355
C 1.5657 0.8432 -0.7367
C 0.9114 -1.1055 1.1179
C 0.4142 -0.8754 -0.1113
H -2.9060 0.1618 0.0448
H -1.8552 -0.4563 1.3561
H -2.2765 -1.5003 -0.0068
H -0.9779 -0.0489 -1.5489
H 1.2211 0.8553 -1.7547
H 0.9617 2.6600 0.3011
H 2.6128 0.7130 -0.4912
H 0.8679 -0.3400 1.8952
H 1.5782 -1.9407 1.3058
H 0.6069 -1.6132 -0.8917
*
```

Output
total energy = -309.70933 hartree
structure (SMILES) = C=CO[C@H](C)C=C
LUMO (alpha / beta) = 0.030 / 0.030 hartree

---

# 5
# C6H10O

A single C6H10O molecule (the ωB97M-V functional and the def2-TZVPD basis, the OMol25 dataset).

ORCA input file:
```
! wB97M-V def2-TZVPD RIJCOSX def2/J DEFGRID3
* xyz 0 1
C -1.5164 0.9951 0.8314
C -0.1257 0.8878 1.3852
C 1.0050 0.6296 0.7287
C 1.1951 0.3348 -0.7454
C 0.2443 -0.7198 -1.3372
C -0.0168 -1.9062 -0.4371
O 0.7456 -2.3087 0.4076
H -2.1213 0.1241 1.1210
H -1.5342 1.0795 -0.2583
H -2.0201 1.8779 1.2393
H 1.9157 0.5806 1.3227
H 2.2269 -0.0022 -0.8852
H 1.1020 1.2560 -1.3383
H -0.7226 -0.2918 -1.6210
H 0.6669 -1.1275 -2.2685
H -0.9874 -2.4218 -0.6107
H -0.0570 1.0125 2.4657
*
```

Output
total energy = -309.81795 hartree
structure (SMILES) = C/C=C\CCC=O
LUMO = 0.036 hartree

---

# 6
# C6H10O

A molecular structure, C6H10O in a non-equilibrium geometry (the ωB97M-V functional and the def2-TZVPD basis, the OMol25 dataset).

ORCA input file:
```
! wB97M-V def2-TZVPD RIJCOSX def2/J DEFGRID3
* xyz 0 1
C -0.0667 0.6424 2.1924
C 1.0712 0.0146 1.4365
C 0.1719 1.0062 0.7549
C -0.8602 0.5354 -0.2412
C -0.4247 0.0459 -1.5865
C -0.6692 -1.1893 -1.1317
O -1.1885 -0.8597 0.0971
H -0.9270 0.0076 2.3874
H 0.1469 1.3763 2.9626
H 2.0827 0.3281 1.6783
H 0.9761 -1.0336 1.1703
H 0.5942 1.9857 0.5441
H -1.7435 1.1771 -0.2600
H -0.3380 0.5215 -2.5443
H 0.9643 -0.8931 -2.8030
H 0.7110 -1.4321 -3.2703
H -0.5006 -2.2329 -1.3867
*
```

Output
total energy = -309.70463 hartree
LUMO = 0.044 hartree

---

# 7
# C6H10O

A single C6H10O molecule in a non-equilibrium geometry (the ωB97M-V functional and the def2-TZVPD basis, the OMol25 dataset).

ORCA input file:
```
! wB97M-V def2-TZVPD RIJCOSX def2/J DEFGRID3
* xyz 0 1
C 0.1060 -2.2214 -0.2838
C 0.2289 -0.7678 0.1342
C 0.6431 0.1558 -1.0141
C 0.4648 1.5967 -0.6190
C -0.2408 1.8362 0.4702
C -1.0152 0.9119 1.2529
O -1.0365 -0.3652 0.6455
H 1.0498 -2.5842 -0.7068
H -0.6784 -2.3327 -1.0408
H -0.1545 -2.8507 0.5732
H 0.9843 -0.6789 0.9361
H 0.0474 -0.0704 -1.9097
H 1.6914 -0.0283 -1.2816
H 0.9890 2.3577 -1.1940
H -0.4545 2.9664 0.3992
H -0.5662 0.8638 2.2601
H -2.0586 1.2112 1.3784
*
```

Output
total energy = -309.81289 hartree
structure (SMILES) = C[C@H]1CC=CCO1
LUMO = 0.041 hartree

---

# 8
# C6H10O

2 unconnected molecules or ions with the total composition C6H10O (the ωB97M-V functional and the def2-TZVPD basis, the OMol25 dataset).

ORCA input file:
```
! wB97M-V def2-TZVPD RIJCOSX def2/J DEFGRID3
* xyz 0 1
C -1.0417 1.5142 0.6169
C -0.5112 0.4094 0.1105
C 1.5973 0.2096 -0.8774
C 1.1090 -1.1687 -0.5763
C 0.8366 -0.0900 0.4086
O -0.0884 -1.5333 -1.2114
C -1.0827 -0.5487 -0.9168
H -0.4904 2.0866 1.3614
H -1.0873 -0.1616 2.1985
H -2.0217 1.8692 0.3281
H 1.0663 0.7182 -1.6815
H 2.6057 0.5458 -0.7133
H 1.7956 -1.9946 -0.4285
H 1.3234 0.0019 1.3756
H -0.6789 -0.7673 2.3421
H -1.3730 -0.0407 -1.8435
H -1.9585 -1.0501 -0.4931
*
```

Output
total energy = -309.73282 hartree
structure (SMILES) = C=C1CO[C@H]2C[C@@H]12.[H][H]
LUMO = 0.040 hartree

---

# 9
# C6H10O

A single C6H10O molecule (the ωB97M-V functional and the def2-TZVPD basis, the OMol25 dataset).

ORCA input file:
```
! wB97M-V def2-TZVPD RIJCOSX def2/J DEFGRID3
* xyz 0 1
C 2.5035 0.4387 0.7801
C 1.4434 -0.2136 -0.0060
C 0.1879 -0.3727 0.7491
C -1.0930 -0.3498 -0.0653
O -2.2281 -0.7711 0.6409
C -1.2617 0.7320 -1.0929
C -1.0726 -0.7084 -1.5087
H 3.5151 0.1140 0.5176
H 2.3768 0.5337 1.8716
H 2.4135 1.4564 0.3493
H -0.1153 -0.9874 -1.9365
H 0.0816 0.2511 1.6593
H 0.3441 -1.4087 1.1208
H -2.4661 -0.0675 1.2586
H -2.2511 1.1655 -1.2074
H -0.4315 1.4190 -1.2470
H -1.9467 -1.2309 -1.8836
*
```

Output
total energy = -309.69496 hartree
LUMO = 0.012 hartree

---

# 10
# C6H10O

A molecular structure, C6H10O (the ωB97M-V functional and the def2-TZVPD basis, the OMol25 dataset).

ORCA input file:
```
! wB97M-V def2-TZVPD RIJCOSX def2/J DEFGRID3
* xyz 0 1
C 2.4919 0.1182 0.4426
C 1.1154 0.2390 -0.2028
C -0.0234 -0.4056 0.5805
O -0.7651 0.5436 1.4024
C -1.9748 0.1638 0.7570
C -1.9328 0.4658 -0.7060
C -1.2936 -0.7908 -0.1707
H 2.8312 -0.9235 0.4578
H 2.4854 0.4897 1.4726
H 3.2298 0.6988 -0.1210
H 1.1396 -0.2027 -1.2068
H 0.8612 1.2965 -0.3282
H 0.3320 -1.2232 1.2218
H -2.8757 0.0853 1.3574
H -2.8594 0.3115 -1.2518
H -1.3159 1.2834 -1.0711
H -1.5699 -1.7914 -0.4836
*
```

Output
total energy = -309.77716 hartree
LUMO = 0.043 hartree

---

# 11
# C6H10O

2 unconnected molecules or ions with the total composition C6H10O (the ωB97M-V functional and the def2-TZVPD basis, the OMol25 dataset).

ORCA input file:
```
! wB97M-V def2-TZVPD RIJCOSX def2/J DEFGRID3
* xyz 0 1
C -0.8696 -1.1907 1.5519
C 0.2081 -0.5397 1.1393
C 1.3238 -0.6497 -1.0194
C 1.1780 0.8087 -1.1165
O 0.1279 1.1011 -2.0280
C -0.8645 0.4989 -1.1430
C 0.2512 0.0598 -0.1895
H -1.7866 -1.1648 0.9633
H -1.0736 1.2857 1.7776
H -0.8557 -1.7083 2.4965
H 1.1746 -0.6254 1.6335
H 2.1787 -1.0124 -0.4372
H 0.9537 -1.3117 -1.7846
H 1.9642 1.5315 -0.9357
H -1.4353 -0.3241 -1.5910
H -1.5717 1.2858 -0.8321
H -0.9031 1.9554 1.5151
*
```

Output
total energy = -309.69789 hartree
structure (SMILES) = C=C[C@@]12CO[C@@H]1C2.[H][H]
LUMO = 0.040 hartree

---

# 12
# C6H10O

A single C6H10O molecule in a non-equilibrium geometry (the ωB97M-V functional and the def2-TZVPD basis, the OMol25 dataset).

ORCA input file:
```
! wB97M-V def2-TZVPD RIJCOSX def2/J DEFGRID3
* xyz 0 1
C 1.6694 -0.8591 -0.1578
C 0.3379 -0.1790 0.0105
C -0.5553 0.0640 -1.2240
C -1.8791 0.4907 -0.5549
C -0.7401 -0.6812 0.9693
O -1.2243 0.7944 0.9308
C 0.2073 1.1540 0.7317
H 2.3218 -0.2442 -0.7858
H 1.5531 -1.8317 -0.6455
H 2.1692 -1.0132 0.8053
H -0.0717 0.7564 -1.9346
H -0.7074 -0.8937 -1.7390
H -2.2451 1.4673 -0.8672
H -1.3938 -1.4756 0.5754
H -0.5094 -0.8306 2.0183
H 0.3728 2.0715 0.1566
H 0.6948 1.2100 1.7109
*
```

Output
total energy = -309.65446 hartree
LUMO = 0.027 hartree

---

# 13
# C6H10O

A molecular structure, C6H10O (the ωB97M-V functional and the def2-TZVPD basis, the OMol25 dataset).

ORCA input file:
```
! wB97M-V def2-TZVPD RIJCOSX def2/J DEFGRID3
* xyz 0 1
C 2.0680 0.3126 0.0981
C 0.9521 -0.5124 -0.5304
C -0.4449 0.0082 -0.2598
C -1.5431 -0.8654 -0.8216
O -0.6084 -0.0578 1.4038
C -0.6689 1.4674 -0.3205
C -0.8733 1.5411 0.9630
H 3.0445 -0.1122 -0.1549
H 1.9702 0.3305 1.1881
H 2.0308 1.3442 -0.2632
H 1.0064 -1.5587 -0.2031
H 1.0588 -0.5152 -1.6230
H -2.5264 -0.5040 -0.5033
H -1.5084 -0.7978 -1.9129
H -1.4146 -1.9166 -0.5373
H -1.4533 -0.4894 1.6207
H -1.0479 2.1284 1.8526
*
```

Output
total energy = -309.69021 hartree
LUMO = 0.022 hartree

---

# 14
# C6H10O

2 unconnected molecules or ions with the total composition C6H10O (the ωB97M-V functional and the def2-TZVPD basis, the OMol25 dataset).

ORCA input file:
```
! wB97M-V def2-TZVPD RIJCOSX def2/J DEFGRID3
* xyz 0 1
C 0.9628 1.0909 -0.0940
C -0.4121 1.7349 0.0239
O -1.3911 0.9169 0.2958
C -1.2586 -0.5135 0.5754
C -0.6373 -1.3665 -0.4851
C 0.3401 -1.0425 -1.3212
C 1.0280 0.2779 -1.3968
H 1.2907 0.4680 0.7534
H 1.6915 1.9002 -0.1575
H -0.3364 0.2879 3.2508
H -0.5148 0.8848 2.8439
H -0.7226 -0.5940 1.5204
H -2.2874 -0.8480 0.7165
H -1.0425 -2.3722 -0.5641
H 0.6462 -1.7800 -2.0577
H 0.5721 0.8417 -2.2225
H 2.0717 0.1134 -1.6810
*
```

Output
total energy = -309.69147 hartree
LUMO = 0.034 hartree

---

# 15
# C6H10O

A single C6H10O molecule (the ωB97M-V functional and the def2-TZVPD basis, the OMol25 dataset).

ORCA input file:
```
! wB97M-V def2-TZVPD RIJCOSX def2/J DEFGRID3
* xyz 0 1
C -2.1402 0.2150 -0.1741
C -0.8013 0.2773 0.5418
C -0.1077 -1.1161 0.5671
C 1.1854 -1.1698 -0.1987
C 1.9055 -0.0681 -0.3819
C 1.3324 1.2409 0.0887
O -0.0611 1.2769 -0.1376
H -2.8288 -0.4665 0.3363
H -1.9838 -0.1406 -1.1984
H -2.5928 1.2094 -0.2209
H -0.9579 0.6078 1.5828
H -0.7975 -1.8792 0.1915
H 0.0963 -1.3919 1.6105
H 1.5263 -2.1367 -0.5644
H 2.8594 -0.0781 -0.9013
H 1.5553 1.4023 1.1585
H 1.7494 2.0858 -0.4677
*
```

Output
total energy = -309.82301 hartree
structure (SMILES) = C[C@H]1CC=CCO1
LUMO = 0.042 hartree